(1)
# C36H39N7O12

A cluster of 7 separate species, C36H39N7O12 in total in a non-equilibrium geometry (ωB97M-V/def2-TZVPD, the Open Molecules 2025 dataset).

```
94
Properties=species:S:1:pos:R:3
O 8.7520 -18.7532 14.2916
N 8.1699 -19.7791 14.6578
O 8.7751 -20.6940 15.2288
C 6.8083 -20.0254 14.1461
C 6.1058 -21.2307 14.5865
C 4.7555 -21.4510 14.2486
C 4.0715 -20.3757 13.7012
C 4.6735 -19.1429 13.3082
C 6.0233 -18.9907 13.5646
H 6.5521 -21.9967 15.2033
H 4.1484 -22.2721 14.6003
H 3.0002 -20.4301 13.5759
H 4.0783 -18.4077 12.7870
H 6.4293 -18.0156 13.3395
O 5.0313 -14.6201 8.6322
N 5.3509 -14.7839 9.8032
O 4.7218 -14.2828 10.7430
C 6.4997 -15.6699 10.0694
C 7.1494 -15.5668 11.3183
C 8.1169 -16.5340 11.6776
C 8.4768 -17.5078 10.7492
C 7.9308 -17.5505 9.5023
C 6.9513 -16.6550 9.1838
H 6.7772 -14.8625 12.0476
H 8.5383 -16.3871 12.6611
H 9.2425 -18.1850 11.0977
H 8.2375 -18.3592 8.8556
H 6.5220 -16.7414 8.1966
O 6.1892 -11.9863 14.3258
N 5.1968 -12.2555 13.7342
O 4.6290 -11.4325 13.0011
C 4.6678 -13.6168 13.9213
C 5.3788 -14.6276 14.5254
C 4.8020 -15.8664 14.8027
C 3.5679 -16.1123 14.3860
C 2.8307 -15.2111 13.7106
C 3.3743 -13.9440 13.4377
H 6.3381 -14.4763 14.9979
H 5.2902 -16.6086 15.4169
H 3.1302 -17.0831 14.5655
H 1.8151 -15.3628 13.3758
H 2.8388 -13.1893 12.8810
O -4.7409 -18.6134 14.5487
N -4.0920 -17.6300 14.2096
O -4.5239 -16.7945 13.4499
C -2.7617 -17.4389 14.8393
C -2.0829 -18.4686 15.4657
C -0.7626 -18.2421 15.7936
C -0.1883 -17.0336 15.6116
C -0.8262 -16.0046 14.8846
C -2.1475 -16.2122 14.5548
H -2.3926 -19.4815 15.6770
H -0.0656 -19.0064 16.1041
H 0.8624 -16.8642 15.7955
H -0.3813 -15.0490 14.6494
H -2.6369 -15.5142 13.8916
O 8.3924 -15.0146 16.3318
N 9.1626 -15.9387 16.1623
O 9.9501 -15.9427 15.2672
C 9.3449 -16.9790 17.1800
C 8.6573 -16.8026 18.3854
C 8.8051 -17.7257 19.4758
C 9.5489 -18.8842 19.3126
C 10.1199 -19.1154 18.0762
C 10.1326 -18.1502 17.0649
H 7.9252 -16.0356 18.5906
H 8.2802 -17.4775 20.3864
H 9.6389 -19.5991 20.1170
H 10.7487 -19.9448 17.7879
H 10.7536 -18.3246 16.1987
C -0.6407 -20.1330 12.8937
N -0.0793 -19.2126 11.9274
C 0.7872 -18.2679 12.1693
C 1.0552 -17.3255 10.9937
O 1.3900 -18.1434 13.2060
H -0.5575 -21.1338 12.4701
H -1.6878 -19.9513 13.1360
H -0.0831 -20.1580 13.8299
H -0.5022 -19.3049 11.0149
H 2.0159 -16.8139 11.0529
H 0.3248 -16.5216 11.0854
H 0.9695 -17.8869 10.0634
C 3.1544 -14.7482 18.4862
N 3.8957 -16.0340 18.2508
C 3.4321 -17.2104 17.8038
C 4.4946 -18.3616 17.4241
O 2.2238 -17.4517 17.7490
H 2.2550 -14.7912 17.8720
H 3.6646 -13.9359 17.9686
H 2.9412 -14.4625 19.5162
H 4.8914 -15.8793 18.3202
H 4.3125 -18.6236 16.3818
H 4.4162 -19.2986 17.9753
H 5.5084 -17.9611 17.4183
```

Its relative energy (zero: lowest compared OMol25 entry of this formula, charge and spin) is 0.0 kcal per mole. The value obtained for the LUMO energy is -1.15 eV. Its frontier orbital gap is 8.632 eV. As for the structure (SMILES): O=[N+]([O-])c1ccccc1.O=[N+]([O-])c1ccccc1.O=[N+]([O-])c1ccccc1.O=[N+]([O-])c1ccccc1.O=[N+]([O-])c1ccccc1.CNC(C)=O.CNC(C)=O.

(2)
# C36H40N7O4PRuSTe2

A structure of composition C36H40N7O4PRuSTe2 in a non-equilibrium geometry (ωB97M-V/def2-TZVPD, the Open Molecules 2025 dataset).

```
92
Properties=species:S:1:pos:R:3
Ru -0.9515 0.2109 -0.5887
N 1.3697 -1.7544 2.5354
C 0.7879 -0.9582 1.6310
S -0.7860 -1.4179 1.0281
N 1.4200 0.1305 1.2689
N 0.7473 0.8621 0.3398
C 1.2151 2.0290 0.0729
C 0.4770 2.7821 -0.9167
C 0.8707 4.0346 -1.3741
C 0.1025 4.6762 -2.3257
C -1.0322 4.0356 -2.8104
C -1.3527 2.7858 -2.3208
N -0.6347 2.1691 -1.3770
H 0.8560 -2.5044 2.9626
H 2.2121 -1.4287 2.9811
H 2.0968 2.3967 0.5819
H 1.7685 4.4833 -0.9721
H 0.3857 5.6524 -2.6949
H -1.6589 4.4859 -3.5672
H -2.2082 2.2366 -2.6966
C 2.0181 -5.1537 -2.2148
Te 0.4530 -4.0699 -1.2282
C 1.1993 -5.0307 0.5399
C 1.9970 -6.2167 0.0567
C 2.3393 -7.2531 0.9200
C 3.0658 -8.3412 0.4649
C 3.4561 -8.4014 -0.8658
C 3.1182 -7.3732 -1.7303
C 2.3905 -6.2762 -1.2786
H 2.8601 -4.4831 -2.3848
H 1.6759 -5.5326 -3.1753
H 0.3697 -5.3437 1.1719
H 1.8238 -4.3309 1.0968
H 2.0234 -7.2104 1.9558
H 3.3175 -9.1458 1.1430
H 4.0128 -9.2539 -1.2320
H 3.4131 -7.4243 -2.7718
O -2.5162 -0.9545 -1.3174
N -3.6826 -0.7484 -0.7563
C -4.6366 -1.5352 -1.1298
C -5.9105 -1.3203 -0.5048
N -6.9143 -1.1432 0.0241
C -4.4991 -2.5694 -2.1107
N -4.4707 -3.4053 -2.8975
Te -2.6636 1.0876 1.2003
C -1.6948 2.7731 2.0384
C -1.4706 3.9517 1.3357
C -0.8312 5.0138 1.9571
C -0.4097 4.9009 3.2757
C -0.6371 3.7272 3.9786
C -1.2835 2.6639 3.3629
C -4.3552 2.1278 0.4731
C -4.4067 2.9858 -0.6176
C -5.6011 3.6025 -0.9556
C -6.7458 3.3603 -0.2080
C -6.6950 2.5012 0.8781
C -5.5008 1.8839 1.2215
H -1.8197 4.0636 0.3152
H -0.6713 5.9364 1.4134
H 0.0838 5.7333 3.7594
H -0.3201 3.6393 5.0091
H -1.4633 1.7537 3.9228
H -3.5212 3.1859 -1.2011
H -5.6398 4.2733 -1.8040
H -7.6783 3.8396 -0.4737
H -7.5866 2.2968 1.4547
H -5.4829 1.1987 2.0601
C 0.1272 1.4875 -6.5745
C -0.5795 1.2279 -5.2651
O 0.2062 0.2856 -4.5216
P -0.0731 -0.4354 -3.1112
O 1.3876 -0.5142 -2.4887
C 2.6399 -0.5722 -3.2113
C 3.2072 0.8192 -3.3725
O -0.3347 -1.9456 -3.5732
C -1.5436 -2.2615 -4.3115
C -1.2238 -2.5026 -5.7674
H -0.4235 2.2294 -7.1533
H 0.1994 0.5747 -7.1642
H 1.1341 1.8651 -6.3972
H -1.5748 0.8101 -5.4381
H -0.6812 2.1522 -4.6922
H 2.4874 -1.0708 -4.1687
H 3.2879 -1.1973 -2.5989
H 2.5136 1.4606 -3.9160
H 4.1437 0.7777 -3.9300
H 3.4145 1.2626 -2.3972
H -2.2703 -1.4513 -4.1847
H -1.9569 -3.1463 -3.8343
H -0.8228 -1.6086 -6.2452
H -2.1283 -2.8043 -6.2965
H -0.4909 -3.3032 -5.8656
```

Its relative energy (zero: lowest compared OMol25 entry of this formula, charge and spin) is 60.2 kcal per mole. As for the charge: +1. The value obtained for the LUMO energy (spin up / spin down) is -3.82 / -4.19 eV. Its frontier orbital gap (spin up / spin down) is 5.599 / 5.225 eV. The expectation value of S² is 0.760. As for the spin multiplicity: 2.

(3)
# C36H40OP2Ru

A structure of composition C36H40OP2Ru in a non-equilibrium geometry (ωB97M-V/def2-TZVPD, the Open Molecules 2025 dataset).

```
80
Properties=species:S:1:pos:R:3
Ru 0.0477 0.0996 5.7882
C -2.1763 -0.0195 6.7729
C -2.0173 -0.4719 5.4612
C -2.4738 0.3469 4.2650
C -1.4707 1.3717 3.6861
C -0.3021 1.7457 4.5710
C -0.4702 2.2101 5.8990
C -1.8337 2.5347 6.4787
C -2.6146 1.3591 7.1309
C 2.0261 0.1312 5.3084
H -2.2494 -0.7326 7.6054
H -1.8850 -1.5540 5.3033
H -3.4163 0.8641 4.5006
H -2.6954 -0.3731 3.4633
H -1.0376 0.9625 2.7612
H -2.0282 2.2743 3.3890
H 0.6417 2.0022 4.0629
H 0.3619 2.7699 6.3529
H -2.4939 3.0137 5.7363
H -1.6813 3.2829 7.2736
H -2.5385 1.4712 8.2272
H -3.6835 1.5197 6.8900
H 2.5677 -0.6381 5.8967
H 2.4774 1.1392 5.4537
H 2.0473 -0.1239 4.2253
P 0.0844 -2.2256 -3.4041
P 2.0126 0.3907 -3.6577
C -0.5376 -0.6486 -4.0409
C 0.2769 0.4388 -4.1645
C -0.7533 -3.4295 -4.5605
C -1.9276 -3.1403 -5.2681
C -2.5367 -4.1208 -6.0619
C -1.9633 -5.3877 -6.1756
C -0.7635 -5.6697 -5.5117
C -0.1501 -4.6924 -4.7279
C -0.8810 -2.3799 -1.8717
C -0.5042 -1.5263 -0.8184
C -1.2294 -1.5369 0.3743
C -2.3329 -2.4006 0.5090
C -2.6785 -3.2727 -0.5279
C -1.9402 -3.2870 -1.7158
C 2.7088 1.1537 -5.2521
C 2.6788 0.3716 -6.4233
C 3.0510 0.9147 -7.6580
C 3.4720 2.2486 -7.7436
C 3.5483 3.0154 -6.5820
C 3.1937 2.4678 -5.3407
C 2.1019 1.8124 -2.5283
C 3.2499 1.8844 -1.7142
C 3.4348 2.9777 -0.8734
C 2.4697 3.9967 -0.8346
C 1.3143 3.9097 -1.6225
C 1.1187 2.8017 -2.4557
H -1.5852 -0.5909 -4.3430
H -0.0591 1.3482 -4.6756
H -2.3870 -2.1523 -5.2065
H -3.4622 -3.8888 -6.5863
H -2.4475 -6.1554 -6.7839
H -0.3112 -6.6526 -5.6034
H 0.7992 -4.9047 -4.2282
H 0.3443 -0.8549 -0.9447
H -0.9382 -0.8771 1.1944
H -2.9184 -2.3864 1.4345
H -3.5322 -3.9531 -0.4192
H -2.1900 -3.9790 -2.5143
H 2.3433 -0.6656 -6.3783
H 3.0070 0.3035 -8.5576
H 3.7368 2.6818 -8.7126
H 3.8815 4.0532 -6.6356
H 3.2806 3.0849 -4.4477
H 3.9908 1.0842 -1.7634
H 4.3299 3.0400 -0.2512
H 2.6196 4.8628 -0.1809
H 0.5615 4.7016 -1.5905
H 0.2098 2.7195 -3.0521
C 0.2013 -0.0969 8.9274
O 0.4490 -0.5200 7.5965
H -0.7730 -0.4850 9.2780
H 0.2362 1.0016 9.0659
H 0.9935 -0.5701 9.5268
```

Its relative energy (zero: lowest compared OMol25 entry of this formula, charge and spin) is 0.0 kcal per mole. As for the charge: +2. The value obtained for the LUMO energy (spin up / spin down) is -5.82 / -8.23 eV. Its frontier orbital gap (spin up / spin down) is 7.339 / 4.699 eV. The expectation value of S² is 6.047. As for the spin multiplicity: 5.